## one
Molecular formula: C6H12
Method: DFT, the ωB97M-V functional and the def2-TZVPD basis

Bonds (Å) are listed after each position.
Geometry (Å):
1 C -1.812 -1.069 0.106  C2 1.517, H7 1.100, H8 1.095, H9 1.105
2 C -0.889 0.069 0.503  C1 1.517, C3 1.493, C4 1.549, H10 1.090
3 C 0.313 -0.186 1.350  C2 1.493, C4 1.498, H11 1.086, H12 1.084
4 C 0.539 0.314 -0.044  C2 1.549, C3 1.498, C5 1.505, C6 1.521
5 C 0.950 -0.657 -1.117  C4 1.505, H13 1.091, H14 1.082, H15 1.084
6 C 1.014 1.744 -0.252  C4 1.521, H16 1.095, H17 1.097, H18 1.101
7 H -1.368 -2.074 0.042  C1 1.100
8 H -2.437 -1.048 1.005  C1 1.095
9 H -2.414 -0.874 -0.799  C1 1.105
10 H -1.465 0.978 0.679  C2 1.090
11 H 0.555 -1.220 1.576  C3 1.086
12 H 0.519 0.503 2.161  C3 1.084
13 H 0.902 -0.245 -2.127  C5 1.091
14 H 0.266 -1.496 -1.101  C5 1.082
15 H 1.943 -1.079 -1.012  C5 1.084
16 H 0.649 2.400 0.544  C6 1.095
17 H 0.636 2.127 -1.209  C6 1.097
18 H 2.110 1.847 -0.280  C6 1.101

As for the LUMO energy: 1.1 eV. Its SMILES is C[C@H]1CC1(C)C. The HOMO-LUMO gap comes out at 0.38247 Eh.

=====

## two
Molecular formula: C6H12
Method: DFT, the ωB97M-V functional and the def2-TZVPD basis

Bonds (Å) are listed after each position.
Geometry (Å):
1 C -2.063 -0.364 -0.177  C2 1.526, H7 1.098, H8 1.096, H9 1.097
2 C -0.589 -0.310 -0.569  C1 1.526, C3 1.556, C6 1.544, H10 1.098
3 C 0.331 -1.152 0.362  C2 1.556, C4 1.540, H11 1.096, H12 1.096
4 C 1.388 -0.179 0.917  C3 1.540, C5 1.532, H13 1.098, H14 1.095
5 C 1.465 0.925 -0.142  C4 1.532, C6 1.530, H15 1.095, H16 1.099
6 C -0.004 1.119 -0.524  C2 1.544, C5 1.530, H17 1.100, H18 1.096
7 H -2.199 -0.022 0.857  C1 1.098
8 H -2.459 -1.383 -0.248  C1 1.096
9 H -2.673 0.279 -0.823  C1 1.097
10 H -0.491 -0.689 -1.595  C2 1.098
11 H 0.815 -1.954 -0.207  C3 1.096
12 H -0.241 -1.635 1.164  C3 1.096
13 H 1.040 0.255 1.864  C4 1.098
14 H 2.351 -0.661 1.115  C4 1.095
15 H 1.946 1.840 0.220  C5 1.095
16 H 2.036 0.571 -1.011  C5 1.099
17 H -0.509 1.700 0.262  C6 1.100
18 H -0.143 1.659 -1.467  C6 1.096

As for the LUMO energy: 1.2 eV. Its SMILES is CC1CCCC1. The HOMO-LUMO gap comes out at 0.44646 Eh.

=====

## three
Molecular formula: C6H12
Method: DFT, the ωB97M-V functional and the def2-TZVPD basis

Bonds (Å) are listed after each position.
Geometry (Å):
1 C 0.849 -0.275 1.466  C2 1.526, H7 1.097, H8 1.095, H9 1.096
2 C 0.436 0.064 0.036  C1 1.526, C3 1.522, C4 1.540, C6 1.612
3 C 1.643 0.375 -0.838  C2 1.522, H10 1.097, H11 1.096, H12 1.097
4 C -0.643 -0.856 -0.566  C2 1.540, C5 1.419, H13 1.087
5 C -1.691 -0.005 -0.128  C4 1.419, C6 1.522, H15 1.084
6 C -0.738 1.169 0.039  C2 1.612, C5 1.522, H17 1.097, H18 1.095
7 H 1.372 0.569 1.931  C1 1.097
8 H -0.022 -0.522 2.083  C1 1.095
9 H 1.526 -1.137 1.477  C1 1.096
10 H 2.197 1.242 -0.457  C3 1.097
11 H 1.341 0.594 -1.868  C3 1.096
12 H 2.334 -0.478 -0.860  C3 1.097
13 H -0.513 -1.121 -1.611  C4 1.087
14 H -1.766 -1.862 -0.611  no bonds
15 H -2.352 -0.253 0.695  C5 1.084
16 H -2.513 -1.101 -0.864  no bonds
17 H -0.822 1.804 0.929  C6 1.097
18 H -0.637 1.794 -0.854  C6 1.095

As for the LUMO energy: 0.7 eV. The HOMO-LUMO gap comes out at 0.36294 Eh.

=====

Taking the most stable structure as the zero point, the relative energies in kJ/mol are one 104.6; two 0.0; three 605.9.

=====

## one
Molecular formula: C6H12
Method: DFT, the ωB97M-V functional and the def2-TZVPD basis

Bonds (Å) are listed after each position.
Geometry (Å):
1 C -1.300 0.635 -0.268  C2 1.525, C6 1.525, H7 1.128, H8 1.096
2 C -1.271 -0.776 0.310  C1 1.525, C3 1.566, H9 1.068, H10 1.090
3 C 0.050 -1.409 -0.243  C2 1.566, C4 1.514, H11 1.119, H12 1.092
4 C 1.313 -0.715 0.221  C3 1.514, C5 1.550, H13 1.092, H14 1.119
5 C 1.310 0.779 -0.192  C4 1.550, C6 1.661, H15 1.091, H16 1.108
6 C -0.134 1.501 0.198  C1 1.525, C5 1.661, H17 1.083, H18 1.184
7 H -2.287 1.116 -0.006  C1 1.128
8 H -1.276 0.390 -1.336  C1 1.096
9 H -1.344 -0.827 1.374  C2 1.068
10 H -2.112 -1.341 -0.093  C2 1.090
11 H 0.176 -1.325 -1.352  C3 1.119
12 H 0.113 -2.470 0.009  C3 1.092
13 H 2.204 -1.189 -0.194  C4 1.092
14 H 1.394 -0.697 1.337  C4 1.119
15 H 1.412 0.897 -1.271  C5 1.091
16 H 2.012 1.320 0.474  C5 1.108
17 H -0.115 2.443 -0.337  C6 1.083
18 H -0.145 1.668 1.370  C6 1.184

As for the LUMO energy: 1.2 eV. Its SMILES is C1CCCCC1. The HOMO-LUMO gap comes out at 0.41554 Eh.

=====

## two
Molecular formula: C6H12
Method: DFT, the ωB97M-V functional and the def2-TZVPD basis

Bonds (Å) are listed after each position.
Geometry (Å):
1 C 2.250 -0.619 0.341  C2 1.529, H7 1.086, H8 1.088, H9 1.086
2 C 1.528 0.469 -0.455  C1 1.529, C3 1.492, H10 1.091, H11 1.137
3 C 0.248 0.877 0.194  C2 1.492, C4 1.337, H12 1.083
4 C -0.922 0.248 0.046  C3 1.337, C5 1.502, C6 1.489
5 C -2.166 0.732 0.736  C4 1.502, H13 1.090, H14 1.093, H15 1.093
6 C -1.108 -0.941 -0.831  C4 1.489, H16 1.088, H17 1.091, H18 1.131
7 H 2.489 -0.263 1.339  C1 1.086
8 H 1.620 -1.503 0.429  C1 1.088
9 H 3.174 -0.902 -0.156  C1 1.086
10 H 2.181 1.338 -0.562  C2 1.091
11 H 1.269 0.018 -1.466  C2 1.137
12 H 0.279 1.782 0.786  C3 1.083
13 H -1.998 1.698 1.212  C5 1.090
14 H -2.476 0.016 1.502  C5 1.093
15 H -2.990 0.826 0.025  C5 1.093
16 H -1.997 -0.843 -1.449  C6 1.088
17 H -1.198 -1.847 -0.229  C6 1.091
18 H -0.182 -1.087 -1.463  C6 1.131

As for the LUMO energy: 1.1 eV. Its SMILES is CCC=C(C)C. The HOMO-LUMO gap comes out at 0.36357 Eh.

=====

Taking the most stable structure as the zero point, the relative energies in kJ/mol are one 0.0; two 12.2.

=====

## one
Molecular formula: C6H12
Method: DFT, the ωB97M-V functional and the def2-TZVPD basis

Bonds (Å) are listed after each position.
Geometry (Å):
1 C -0.244 0.104 1.694  C2 1.539, H7 1.096, H8 1.097, H9 1.096
2 C 0.377 -0.201 0.319  C1 1.539, C3 1.508, C4 1.496, C6 1.577
3 C 1.436 -1.273 0.383  C2 1.508, H10 1.092, H11 1.095, H12 1.098
4 C -0.653 -0.349 -0.755  C2 1.496, C5 1.352, H13 1.085
5 C -0.688 0.980 -0.998  C4 1.352, C6 1.494, H14 1.083
6 C 0.654 1.188 -0.374  C2 1.577, C5 1.494, H15 1.090, H16 1.098
7 H 0.524 0.528 2.351  C1 1.096
8 H -1.054 0.839 1.605  C1 1.097
9 H -0.658 -0.787 2.179  C1 1.096
10 H 2.290 -0.945 0.979  C3 1.092
11 H 1.770 -1.529 -0.628  C3 1.095
12 H 1.013 -2.177 0.841  C3 1.098
13 H -0.938 -1.245 -1.296  C4 1.085
14 H -1.458 1.698 -1.254  C5 1.083
15 H 0.858 2.086 0.211  C6 1.090
16 H 1.435 1.031 -1.129  C6 1.098
17 H -2.463 -0.208 -1.809  H18 0.742
18 H -2.199 0.259 -2.322  H17 0.742

As for the LUMO energy: 1.0 eV. Its SMILES is CC1(C)C=CC1.[H][H]. The HOMO-LUMO gap comes out at 0.35789 Eh.

=====

## two
Molecular formula: C6H12
Method: DFT, the ωB97M-V functional and the def2-TZVPD basis

Bonds (Å) are listed after each position.
Geometry (Å):
1 C 1.748 1.468 -0.560  C2 1.533, H7 1.097, H8 1.094, H9 1.097
2 C 0.825 1.376 0.660  C1 1.533, C3 1.549, H10 1.090, H11 1.111
3 C -0.029 0.089 0.784  C2 1.549, C4 1.489, H12 1.084
4 C -0.583 -0.500 -0.466  C3 1.489, C5 1.553, C6 1.487, H14 1.090
5 C -2.032 -1.042 -0.327  C4 1.553, C6 1.499, H15 1.083, H16 1.100
6 C -0.845 -1.956 -0.316  C4 1.487, C5 1.499, H17 1.106, H18 1.279
7 H 1.197 1.636 -1.493  C1 1.097
8 H 2.328 0.547 -0.672  C1 1.094
9 H 2.453 2.302 -0.452  C1 1.097
10 H 1.425 1.399 1.570  C2 1.090
11 H 0.215 2.303 0.700  C2 1.111
12 H -0.761 0.208 1.574  C3 1.084
13 H 0.448 -1.224 1.434  no bonds
14 H -0.160 -0.156 -1.410  C4 1.090
15 H -2.471 -0.744 0.617  C5 1.083
16 H -2.760 -1.030 -1.151  C5 1.100
17 H -0.786 -2.514 -1.270  C6 1.106
18 H -0.213 -2.161 0.776  C6 1.279

As for the LUMO energy: 1.3 eV. The HOMO-LUMO gap comes out at 0.38717 Eh.

=====

Taking the most stable structure as the zero point, the relative energies in kJ/mol are one 0.0; two 22.1.

=====

## one
Molecular formula: C6H12
Method: DFT, the ωB97M-V functional and the def2-TZVPD basis

Bonds (Å) are listed after each position.
Geometry (Å):
1 C 1.793 0.905 -0.616  C2 1.527, H7 1.096, H8 1.095, H9 1.096
2 C 1.286 -0.270 0.217  C1 1.527, C3 1.520, H10 1.097, H11 1.097
3 C 0.435 -1.250 -0.574  C2 1.520, C4 1.482, C5 1.496, H12 1.094
4 C -0.705 -1.982 0.028  C3 1.482, C5 1.502, H13 1.092, H14 1.088
5 C -0.955 -0.960 -1.044  C3 1.496, C4 1.502
6 C -1.892 1.420 0.667  H15 1.097, H16 1.093, H17 1.092, H18 1.094
7 H 2.362 0.557 -1.485  C1 1.096
8 H 0.960 1.512 -0.984  C1 1.095
9 H 2.452 1.547 -0.021  C1 1.096
10 H 0.702 0.099 1.070  C2 1.097
11 H 2.131 -0.824 0.644  C2 1.097
12 H 0.979 -1.752 -1.381  C3 1.094
13 H -1.024 -1.667 1.024  C4 1.092
14 H -0.940 -3.021 -0.194  C4 1.088
15 H -1.833 0.772 -0.216  C6 1.097
16 H -2.296 0.855 1.512  C6 1.093
17 H -2.556 2.256 0.435  C6 1.092
18 H -0.899 1.803 0.919  C6 1.094

As for the LUMO energy: -0.2 eV. The HOMO-LUMO gap comes out at 0.31643 Eh.

=====

## two
Molecular formula: C6H12
Method: DFT, the ωB97M-V functional and the def2-TZVPD basis

Bonds (Å) are listed after each position.
Geometry (Å):
1 C 1.425 -0.828 -1.320  C2 1.531, H7 1.091, H8 1.098, H9 1.096
2 C 1.673 0.006 -0.059  C1 1.531, C3 1.538, H10 1.099, H11 1.099
3 C 0.584 -0.161 1.014  C2 1.538, C4 1.528, H12 1.099, H13 1.099
4 C -0.706 0.621 0.773  C3 1.528, C5 1.503, C6 1.514, H14 1.090
5 C -2.052 -0.049 0.767  C4 1.503, C6 1.499, H15 1.088, H16 1.083
6 C -1.520 0.548 -0.501  C4 1.514, C5 1.499, H17 1.088, H18 1.083
7 H 0.446 -0.616 -1.751  C1 1.091
8 H 1.459 -1.900 -1.085  C1 1.098
9 H 2.175 -0.620 -2.092  C1 1.096
10 H 2.641 -0.293 0.368  C2 1.099
11 H 1.763 1.069 -0.321  C2 1.099
12 H 0.992 0.161 1.983  C3 1.099
13 H 0.368 -1.232 1.132  C3 1.099
14 H -0.696 1.612 1.228  C4 1.090
15 H -2.069 -1.134 0.851  C5 1.088
16 H -2.895 0.444 1.236  C5 1.083
17 H -1.969 1.470 -0.862  C6 1.088
18 H -1.230 -0.127 -1.297  C6 1.083

As for the LUMO energy: 1.3 eV. Its SMILES is CCCC1CC1. The HOMO-LUMO gap comes out at 0.42063 Eh.

=====

## three
Molecular formula: C6H12
Method: DFT, the ωB97M-V functional and the def2-TZVPD basis

Bonds (Å) are listed after each position.
Geometry (Å):
1 C -1.697 -1.034 0.125  C2 1.528, H7 1.097, H8 1.096, H9 1.097
2 C -0.506 -0.097 -0.069  C1 1.528, C3 1.527, C4 1.525, C6 1.570
3 C -0.951 1.279 -0.559  C2 1.527, H10 1.098, H11 1.096, H12 1.097
4 C 0.453 -0.132 1.116  C2 1.525, C5 1.334, H13 1.088
5 C 1.391 -0.824 0.468  C4 1.334, C6 1.512, H14 1.087
6 C 0.661 -0.794 -0.856  C2 1.570, C5 1.512, H15 1.097, H16 1.097
7 H -2.243 -1.185 -0.815  C1 1.097
8 H -1.347 -2.010 0.481  C1 1.096
9 H -2.399 -0.636 0.867  C1 1.097
10 H -1.480 1.216 -1.519  C3 1.098
11 H -0.106 1.965 -0.685  C3 1.096
12 H -1.643 1.728 0.165  C3 1.097
13 H 0.390 0.285 2.119  C4 1.088
14 H 2.365 -1.212 0.753  C5 1.087
15 H 0.406 -1.746 -1.337  C6 1.097
16 H 1.149 -0.140 -1.588  C6 1.097
17 H 2.904 2.013 0.809  H18 0.743
18 H 2.737 1.317 0.609  H17 0.743

As for the LUMO energy: 1.1 eV. Its SMILES is CC1(C)C=CC1.[H][H]. The HOMO-LUMO gap comes out at 0.38309 Eh.

=====

## four
Molecular formula: C6H12
Method: DFT, the ωB97M-V functional and the def2-TZVPD basis

Bonds (Å) are listed after each position.
Geometry (Å):
1 C 1.731 -0.581 -0.357  C2 1.325, H7 1.082, H8 1.078
2 C 0.552 -0.019 -0.131  C1 1.325, C3 1.500, C5 1.527
3 C -0.782 -0.691 -0.271  C2 1.500, C4 1.512, H9 1.089, H10 1.095
4 C -0.847 -1.753 -1.345  C3 1.512, H11 1.088, H12 1.091, H13 1.085
5 C 0.483 1.431 0.340  C2 1.527, C6 1.527, H14 1.088, H15 1.096
6 C -0.372 1.633 1.589  C5 1.527, H16 1.085, H17 1.069, H18 1.097
7 H 1.774 -1.620 -0.658  C1 1.082
8 H 2.653 -0.051 -0.186  C1 1.078
9 H -1.050 -1.114 0.696  C3 1.089
10 H -1.482 0.102 -0.553  C3 1.095
11 H 0.056 -2.359 -1.307  C4 1.088
12 H -1.744 -2.363 -1.232  C4 1.091
13 H -0.948 -1.324 -2.336  C4 1.085
14 H 1.511 1.762 0.475  C5 1.088
15 H 0.093 2.009 -0.505  C5 1.096
16 H 0.010 2.471 2.163  C6 1.085
17 H -1.421 1.727 1.410  C6 1.069
18 H -0.218 0.740 2.208  C6 1.097

As for the LUMO energy: 1.1 eV. Its SMILES is C=C(CC)CC. The HOMO-LUMO gap comes out at 0.38264 Eh.

=====

Taking the most stable structure as the zero point, the relative energies in kJ/mol are one 378.7; two 22.8; three 160.1; four 0.0.